Record 1
DFT (the ωB97M-V functional and the def2-TZVPD basis) results for an isolated ion of composition CNO2S2 and charge -1 in a non-equilibrium geometry.

Properties
SMILES	O=C([O-])n1ss1
multiplicity	1
total charge	-1
energy above the lowest of the compared OMol25 structures with the same formula, charge and spin	41.7	kcal per mole
E_HOMO	-3.86	eV
Kohn-Sham gap	0.265	hartree

```
6
Properties=species:S:1:pos:R:3:forces:R:3
O -0.562 1.598 -0.226 0.9 -0.9 0.2
C -0.345 0.381 -0.280 -0.9 0.6 1.1
O -0.683 -0.529 -0.994 -0.3 -0.4 -1.6
N 0.387 -0.217 1.053 -1.7 1.6 0.5
S 0.158 -1.954 1.196 -0.5 -0.4 0.4
S 1.827 -0.973 0.709 2.5 -0.5 -0.6
```
Forces are in eV/Å.

Record 2
DFT (the ωB97M-V functional and the def2-TZVPD basis) results for CNO4PdS2 as an isolated structure in a non-equilibrium geometry.

Properties
expectation value of S²	2.01
multiplicity	3
total charge	-1
E_HOMO (spin up / spin down)	-2.43 / -3.62	eV
Kohn-Sham gap (spin up / spin down)	0.189 / 0.232	hartree

```
9
Properties=species:S:1:pos:R:3:forces:R:3
O -1.555 -0.557 0.494 -15.9 -3.7 4.0
C -2.558 -0.218 0.996 1.5 -1.3 -1.2
O -3.602 0.026 1.408 -1.9 0.8 1.0
Pd -0.001 -0.174 0.162 3.4 -0.6 0.1
N 1.235 -0.653 -1.170 3.5 -1.4 -2.5
S 1.344 -2.003 0.041 1.1 -0.6 -0.9
S 2.086 0.677 -0.618 2.4 3.1 -1.9
O 1.005 1.257 0.478 5.7 5.1 -0.3
O 2.046 1.644 -1.789 0.1 -1.5 1.7
```
Forces are in eV/Å.